ORCA calculation (ωB97M-V/def2-TZVPD) on one molecule with the formula C11H14N2.

Structure (XYZ):
```
27
Properties=species:S:1:pos:R:3
C 1.890 -0.506 -1.555
C 0.872 -0.574 -0.638
C -0.097 0.568 -0.573
C -1.424 0.472 -0.866
C -2.231 1.673 -0.780
C -1.572 2.853 -0.643
C -0.224 2.907 -0.368
C 0.472 1.805 -0.140
N 0.419 -1.771 -0.038
C 0.233 -2.905 -0.950
N -0.261 -1.985 1.131
C -0.123 -1.325 2.184
C 0.709 -0.095 2.399
H 2.568 -1.304 -1.635
H 2.128 0.402 -2.079
H -2.034 -0.381 -1.157
H -3.284 1.513 -0.730
H -2.143 3.793 -0.547
H 0.223 3.959 -0.165
H 1.315 1.654 0.510
H -0.341 -2.489 -1.799
H 1.217 -3.305 -1.384
H -0.341 -3.711 -0.363
H -0.643 -1.807 2.975
H 0.976 -0.007 3.430
H 0.125 0.749 2.044
H 1.568 -0.183 1.735
```

Values from the calculation:
highest occupied orbital energy: -7.828 eV
multiplicity: 1
strongest force on any atom: 0.0909 hartree/bohr
SMILES string: C=C(c1ccccc1)N(C)/N=C\C

ORCA calculation (ωB97M-V/def2-TZVPD) on C34H32BrNO2P2PtS2 as an isolated structure.

Structure (XYZ):
```
75
Properties=species:S:1:pos:R:3
Pt -1.041 -0.894 -1.372
C -5.597 -1.768 -0.961
C -4.218 -1.150 -1.080
S -2.913 -2.189 -0.713
C -4.057 0.174 -1.425
C -5.247 1.083 -1.627
S -2.530 0.933 -1.569
H -5.510 -2.832 -0.754
H -6.165 -1.645 -1.887
H -6.171 -1.306 -0.153
H -6.131 0.536 -1.956
H -5.015 1.853 -2.362
H -5.492 1.587 -0.688
O -1.009 0.021 1.870
P 0.151 0.842 2.278
C 1.737 0.040 1.832
P 1.737 -0.518 0.078
O 1.309 0.535 -0.888
C 0.819 -2.061 -0.093
C 0.600 -2.459 -1.437
C 0.035 -3.730 -1.690
C -0.350 -4.532 -0.646
C -0.144 -4.125 0.683
C 0.441 -2.910 0.958
C 3.476 -0.958 -0.167
C 4.028 -2.146 0.307
C 5.387 -2.383 0.161
C 6.196 -1.438 -0.459
C 5.648 -0.258 -0.944
C 4.288 -0.016 -0.799
C 0.204 2.493 1.557
C 1.366 3.228 1.337
C 1.292 4.476 0.734
C 0.062 4.990 0.346
C -1.099 4.263 0.571
C -1.030 3.017 1.177
C 0.207 1.039 4.077
C 0.813 2.119 4.714
C 0.783 2.211 6.098
C 0.148 1.230 6.847
C -0.459 0.152 6.214
C -0.435 0.057 4.830
H 1.894 -0.796 2.515
H 2.577 0.729 1.917
H 1.146 -1.953 -2.224
H -0.106 -4.053 -2.713
H -0.806 -5.494 -0.845
H -0.440 -4.774 1.497
H 0.601 -2.615 1.987
H 3.388 -2.885 0.777
H 5.816 -3.308 0.526
H 7.257 -1.625 -0.568
H 6.277 0.473 -1.435
H 3.836 0.893 -1.179
H 2.335 2.845 1.631
H 2.197 5.043 0.556
H 0.010 5.957 -0.138
H -2.059 4.657 0.260
H -1.924 2.425 1.330
H 1.299 2.891 4.128
H 1.246 3.056 6.592
H 0.119 1.310 7.926
H -0.962 -0.608 6.799
H -0.928 -0.760 4.317
Br -1.229 1.533 -7.733
C -0.962 0.625 -6.097
C -1.739 -0.477 -5.788
C -1.504 -1.113 -4.581
N -0.569 -0.716 -3.720
C 0.169 0.351 -4.035
C 0.009 1.059 -5.216
H -2.502 -0.833 -6.465
H -2.092 -1.974 -4.284
H 0.908 0.656 -3.299
H 0.626 1.919 -5.435
```

Values from the calculation:
highest occupied orbital energy (alpha / beta): -5.772 / -6.862 eV
multiplicity: 3
strongest force on any atom: 0.0173 hartree/bohr

ORCA calculation (ωB97M-V/def2-TZVPD) on one molecule with the formula CH2O2S2.

Structure (XYZ):
```
7
Properties=species:S:1:pos:R:3
C -0.082 0.117 -0.118
O -0.289 1.710 -1.936
O 0.838 -0.799 0.939
S -1.607 0.045 0.555
S 0.740 0.837 -1.350
H 1.554 -1.154 0.321
H -1.154 -0.755 1.589
```

Values from the calculation:
highest occupied orbital energy (alpha / beta): -8.777 / -8.776 eV
multiplicity: 1
strongest force on any atom: 0.1229 hartree/bohr

ORCA calculation (ωB97M-V/def2-TZVPD) on a 2-piece molecular cluster, C3H6NPS overall.

Structure (XYZ):
```
12
Properties=species:S:1:pos:R:3
C 3.819 0.146 -1.211
C -0.363 -0.112 -1.103
C -2.237 -0.456 1.375
N 2.938 0.507 -0.578
P -0.782 0.140 0.807
S 0.730 0.591 1.968
H -1.119 -0.682 -1.658
H -0.164 0.836 -1.546
H 0.586 -0.558 -0.982
H -2.712 -0.208 2.246
H -2.848 -0.971 0.594
H 2.151 0.768 0.089
```

Values from the calculation:
highest occupied orbital energy: -9.092 eV
multiplicity: 1
strongest force on any atom: 0.0864 hartree/bohr

ORCA calculation (ωB97M-V/def2-TZVPD) on a 2-piece molecular cluster, CH4O3 overall.

Structure (XYZ):
```
8
Properties=species:S:1:pos:R:3
O -1.644 1.029 0.241
C -1.743 -0.110 -0.111
O -0.717 -0.953 -0.324
H -2.723 -0.476 -0.451
H 0.103 -0.442 -0.350
O 1.857 0.226 0.327
H 2.300 0.914 0.830
H 2.567 -0.188 -0.163
```

Values from the calculation:
highest occupied orbital energy: -10.463 eV
multiplicity: 1
strongest force on any atom: 0.0210 hartree/bohr
SMILES string: O=CO.O

ORCA calculation (ωB97M-V/def2-TZVPD) on C29H21Cl4N2O4PtTe as an isolated structure.

Structure (XYZ):
```
62
Properties=species:S:1:pos:R:3
Pt 0.190 -0.983 -0.058
O 1.897 -0.662 -1.538
C 3.092 -0.247 -1.272
C 4.060 -0.267 -2.312
C 5.363 0.125 -2.115
C 5.784 0.599 -0.868
C 4.860 0.657 0.152
C 3.526 0.249 -0.005
C 2.705 0.332 1.191
N 1.506 -0.068 1.362
N 1.012 -0.022 2.654
C -0.282 -0.221 2.683
O -1.078 -0.258 1.683
C -0.880 -0.412 4.042
C -2.262 -0.375 4.182
C -2.851 -0.603 5.418
C -2.060 -0.879 6.524
C -0.677 -0.923 6.388
C -0.089 -0.691 5.153
H 3.725 -0.633 -3.276
H 6.072 0.061 -2.933
H 6.809 0.905 -0.705
H 5.164 1.028 1.126
H 3.185 0.741 2.081
H -2.863 -0.173 3.305
H -3.930 -0.574 5.517
H -2.517 -1.067 7.489
H -0.057 -1.155 7.245
H 0.984 -0.733 5.023
Cl -2.871 -7.421 -0.761
C -2.000 -6.064 -0.155
C -1.577 -6.060 1.210
Cl -1.961 -7.409 2.212
C -0.876 -4.999 1.718
Cl -0.359 -4.955 3.356
C -0.534 -3.872 0.896
O 0.117 -2.904 1.330
C -0.985 -3.874 -0.508
O -0.707 -2.893 -1.239
C -1.724 -5.001 -0.978
Cl -2.237 -4.975 -2.624
C -1.771 5.957 -3.723
C -1.441 4.541 -3.333
C -0.551 3.780 -4.078
C -0.285 2.452 -3.762
C 0.714 1.677 -4.587
C -0.949 1.870 -2.678
Te -0.856 -0.224 -2.416
C -1.788 2.640 -1.860
C -2.446 2.069 -0.627
C -2.025 3.963 -2.212
H -1.192 6.270 -4.592
H -1.566 6.652 -2.907
H -2.831 6.050 -3.972
H -0.045 4.232 -4.925
H 1.429 2.353 -5.055
H 0.216 1.110 -5.379
H 1.271 0.967 -3.973
H -1.786 1.380 -0.097
H -3.351 1.513 -0.886
H -2.731 2.867 0.059
H -2.689 4.559 -1.593
```

Values from the calculation:
highest occupied orbital energy (alpha / beta): -4.540 / -4.447 eV
total charge: -1
multiplicity: 5
strongest force on any atom: 0.0098 hartree/bohr